Here is a single C4H6F2N2 molecule at a distorted geometry from OMol25. Energies are from wB97M-V/def2-TZVPD.

XYZ file:
```
14
Properties=species:S:1:pos:R:3:forces:R:3:mulliken_charge:R:1
C -2.35295 -1.11915 -0.04552 -2.875 -0.690 0.854 -0.701
N -1.03568 -0.60413 -0.10869 -0.135 0.442 -0.819 -0.334
C -0.71149 0.58993 -0.08036 -1.488 1.099 0.493 0.493
F -1.65122 1.74132 0.05594 2.176 -2.338 -0.426 -0.313
N 0.58977 0.99981 -0.09961 -2.355 4.313 0.847 -0.149
C 1.54323 0.05902 0.04833 4.631 3.576 -1.188 -0.267
C 2.85749 0.37388 -0.08757 -1.912 -0.586 1.651 -0.231
F 3.71812 -0.63813 0.00491 0.898 -0.676 -0.158 -0.248
H -2.62394 -1.95705 -0.80299 1.024 1.406 1.158 0.235
H -2.40960 -1.59059 1.00848 -0.439 0.586 -1.662 0.232
H -3.20947 -0.32540 -0.16400 1.647 -1.310 0.375 0.249
H 0.71836 2.04333 0.12811 0.020 -2.524 -0.548 0.292
H 1.25224 -0.88930 -0.01428 -1.217 -3.726 -0.033 0.437
H 3.31514 1.31647 0.15724 0.027 0.427 -0.545 0.306
```
Positions in Å, forces in eV/Å.

Calculated values
* LUMO: 0.0298 Ha
* ΔE to the lowest compared entry with this formula, charge and spin: 42.41 kcal/mol
* total charge: 0